Record 1
Density functional theory data (ωB97M-V/def2-TZVPD) for 2 unconnected molecules or ions with the total composition C6H19N4OS.

The geometry in XYZ format:
```
31
Properties=species:S:1:pos:R:3:forces:R:3:nbo_charge:R:1
C 0.95107 -2.66895 -1.19834 -1.1 -0.8 1.7 -0.287
C 1.35712 2.78296 0.27158 2.8 1.1 -3.3 -0.218
C 1.55607 1.71050 -0.89557 -3.4 -0.6 3.1 -0.240
C -3.24667 -1.05338 0.43749 0.2 0.9 0.2 -0.233
C -1.96524 -0.56430 -0.24909 1.4 -2.1 1.2 -0.234
C 1.55624 -0.71082 -0.15088 2.3 -0.3 2.8 0.676
N 2.69463 2.68713 0.96540 -1.4 1.5 0.5 -0.845
N -4.44724 -0.70356 -0.23339 -1.0 3.0 0.8 -0.829
N 1.94100 0.52616 -0.04511 1.1 1.5 -0.8 -0.629
N -0.79550 -0.54724 0.76796 -1.2 2.2 0.0 -0.873
O 1.01120 -1.23121 -1.17563 -0.3 0.6 -1.7 -0.473
S 2.23130 -1.88523 1.18072 -0.2 2.1 -0.2 -0.005
H 2.01278 -2.98219 -1.23726 -0.9 -0.5 0.4 0.224
H 0.39278 -3.11358 -2.04838 0.4 1.1 0.3 0.244
H 0.31716 -2.87913 -0.23445 1.6 -0.5 -1.7 0.215
H 0.58579 2.55326 0.92160 -1.6 -0.6 1.1 0.202
H 1.18164 3.78514 -0.25490 0.2 -1.2 1.0 0.208
H 0.53905 1.50446 -1.26110 0.5 0.1 -0.5 0.230
H 2.21087 2.07464 -1.65322 0.8 -0.3 -0.4 0.226
H -3.24257 -2.15182 0.38283 0.1 0.3 1.1 0.200
H -3.30284 -0.55512 1.44237 0.3 -1.1 -0.4 0.187
H -2.21175 0.35193 -0.75561 0.7 0.7 0.0 0.202
H -1.62992 -1.34170 -0.99539 -0.5 1.0 0.4 0.178
H 3.29400 2.91057 0.19380 1.1 0.4 0.0 0.370
H 2.78676 3.45086 1.67598 0.1 -1.1 -0.8 0.407
H -4.62767 0.30744 -0.49935 0.6 -1.9 0.6 0.366
H -4.59744 -1.29102 -0.97440 -0.8 -1.3 -2.3 0.357
H 2.56261 1.04373 0.73100 -1.1 -1.5 -0.7 0.473
H -0.89615 -1.37004 1.34080 -0.1 -0.4 0.1 0.366
H -0.90342 0.24109 1.48388 0.0 -1.3 -1.4 0.367
H 2.68434 -0.88056 2.06665 -0.6 -1.0 -1.2 0.171
```
Forces are in eV/Å.

Its LUMO energy is -2.5 eV. The net charge is +1. As for the multiplicity: 1. The frontier orbital gap comes out at 0.3341 hartree. The HOMO energy comes out at -11.54 eV. The calculated total energy comes out at -25364.55127 eV. For the max |F|, the calculation gives 4.6 eV Å⁻¹.

---

Record 2
Density functional theory data (ωB97M-V/def2-TZVPD) for a molecular structure, C11H26ClI2N2P2Ru.

The geometry in XYZ format:
```
45
Properties=species:S:1:pos:R:3:forces:R:3:mulliken_spin:R:1
I 0.33796 0.99641 -5.50710 0.3 2.4 -0.9 0.375
I 0.10978 -1.42729 -5.21533 -0.3 -2.4 -0.3 0.512
Ru -0.58932 0.05031 -0.22281 1.9 0.3 -0.4 2.058
P -2.56750 -0.04976 -1.15517 -3.1 0.1 -0.6 -0.049
C -3.54458 0.24537 0.34460 -0.3 -0.1 0.1 0.027
C -3.08016 1.25876 -2.34983 0.5 0.2 0.3 -0.003
H -4.15987 1.24864 -2.58851 0.5 -0.3 0.3 -0.002
H -4.17610 -1.64014 -2.17143 0.6 0.3 0.1 -0.001
H -2.50459 1.12742 -3.27406 -0.2 0.1 0.1 0.000
H -2.56026 -1.63476 -2.98243 -0.2 0.0 0.3 0.003
H -2.93398 0.96404 0.91851 -0.7 -0.2 0.0 0.007
H -2.84079 2.23738 -1.91371 0.0 -0.1 -0.2 0.002
C -3.08091 -1.58295 -2.01378 0.3 -0.2 0.4 -0.003
H -4.53961 0.66572 0.10791 0.4 -0.2 0.2 0.005
H -2.77081 -2.43381 -1.39352 -0.1 0.0 -0.2 0.000
H -3.64574 -0.68737 0.93513 0.0 0.5 -0.3 0.003
P 2.32185 -0.19644 -1.14989 1.7 0.0 -0.8 0.549
C 3.32993 -0.25532 0.36015 -0.7 -0.1 0.4 0.065
C 2.95843 -1.54255 -2.20470 0.1 -0.4 0.9 0.039
H 2.44611 1.34403 -3.08568 0.2 -0.1 0.4 -0.001
H 3.92605 1.28060 -2.03969 -0.3 0.1 -0.1 0.016
H 2.49734 2.18714 -1.48679 0.2 -0.3 -0.4 0.005
C 2.82244 1.29318 -2.05727 0.0 0.6 0.8 0.031
H 2.47266 -1.56919 -3.17595 0.1 0.0 0.0 -0.002
H 4.05388 -1.37316 -2.29669 -0.6 0.0 -0.1 0.016
H 4.37262 -0.45983 0.09845 -0.1 0.0 0.0 0.028
H 2.92228 -1.06402 0.98654 0.4 0.2 0.0 0.005
H 2.82446 -2.50625 -1.68204 0.0 0.3 -0.3 0.001
H 3.23121 0.69986 0.88995 0.2 -0.2 0.0 0.004
Cl 0.04489 -0.02015 -2.42140 -0.4 -0.3 -0.1 0.235
C 1.39887 2.08501 4.22974 0.1 0.2 0.8 0.000
C 0.59640 1.05840 3.52093 0.1 0.5 0.0 0.041
C 0.13361 -0.20221 3.90418 0.0 -0.4 -0.4 0.005
C -0.50148 -0.73159 2.77579 0.2 1.2 -0.3 0.035
N -0.51384 0.20799 1.77487 0.4 -0.4 0.8 -0.057
N 0.18443 1.29025 2.26978 -0.1 -0.1 -0.6 0.003
C -1.02233 -2.06889 2.43178 -0.1 -0.4 0.2 0.018
H 0.74223 2.59923 4.96781 0.5 -0.3 -0.4 0.003
H 2.21971 1.59380 4.78895 -0.4 0.4 -0.3 0.002
H 1.81626 2.84280 3.54276 -0.2 -0.4 0.3 0.000
H 0.29867 -0.68456 4.86940 -0.1 0.2 -0.5 0.001
H 0.41775 2.08196 1.65130 -0.3 -0.6 0.9 0.011
H -0.75588 -2.28364 1.38161 -0.1 -0.2 0.4 0.012
H -0.58573 -2.82005 3.09428 -0.1 0.0 -0.2 0.001
H -2.10635 -2.12439 2.54334 0.0 0.0 0.0 -0.001
```
Forces are in eV/Å.

Its LUMO energy (spin up / spin down) is -10.6 / -13.3 eV. The net charge is +3. As for the multiplicity: 5. The frontier orbital gap (spin up / spin down) comes out at 0.2585 / 0.1716 hartree. The HOMO energy (spin up / spin down) comes out at -17.60 / -18.01 eV. The calculated total energy comes out at -64663.03822 eV. For the max |F|, the calculation gives 3.2 eV Å⁻¹. Its expectation value of S² is 6.02.

---

Record 3
Density functional theory data (ωB97M-V/def2-TZVPD) for a molecular structure, C4H6O2.

The geometry in XYZ format:
```
12
Properties=species:S:1:pos:R:3:forces:R:3:nbo_charge:R:1
C 1.31389 -0.61256 -0.09010 -0.1 -0.1 0.0 -0.643
C 0.35700 0.47257 0.34529 0.4 -0.3 0.5 0.094
O 0.33337 1.58446 -0.51461 0.1 0.0 0.5 -0.426
C -0.95628 1.10853 -0.24565 -0.5 -0.1 0.0 -0.006
C -1.32898 -0.30468 -0.32388 -0.4 -0.4 -0.1 0.322
O -1.77055 -0.79546 0.71374 -1.0 -0.3 -0.9 -0.623
H 1.00605 -1.57563 0.32302 0.0 0.1 -0.1 0.235
H 1.42819 -0.67970 -1.17606 -0.1 0.0 0.2 0.226
H 2.29334 -0.35844 0.33483 -0.2 0.0 -0.1 0.235
H -0.08489 0.31805 1.37388 1.8 1.4 0.0 0.239
H -1.47643 1.72712 0.48905 0.0 -0.4 -0.1 0.195
H -1.11470 -0.88427 -1.22950 0.0 0.0 0.0 0.153
```
Forces are in eV/Å.

Its LUMO energy is 0.9 eV. As for the multiplicity: 1. The frontier orbital gap comes out at 0.3774 hartree. The HOMO energy comes out at -9.36 eV. The calculated total energy comes out at -8335.87948 eV. For the max |F|, the calculation gives 2.3 eV Å⁻¹. For the energy above the lowest of the compared OMol25 structures with the same formula, charge and spin, the calculation gives 442.06 kJ/mol.